No. 1
The following is a DFT calculation (ωB97M-V/def2-TZVPD) of a cluster of 11 separate species, C49H120F24N7O8P4 in total in a non-equilibrium geometry.

Each atom is followed by the atoms it is bonded to, with distances in Å.
Atoms and positions in Å:
1 C 19.51 14.54 11.58  C2 1.559, H10 1.104, H11 1.070, H12 1.081
2 C 21.03 14.26 11.80  C1 1.559, C3 1.553, H13 1.106, H14 1.082
3 C 21.22 12.77 12.20  C2 1.553, N4 1.560, H15 1.047, H16 1.079
4 N 22.60 12.43 12.85  C3 1.560, C5 1.469, C6 1.490, C9 1.510
5 C 22.53 12.88 14.25  N4 1.469, H17 1.113, H18 1.095, H19 1.080
6 C 23.74 13.01 12.08  N4 1.490, C7 1.546, H20 1.124, H21 1.083
7 C 23.68 12.22 10.75  C6 1.546, C8 1.607, H22 1.104, H23 1.095
8 C 23.19 10.77 11.22  C7 1.607, C9 1.541, H24 1.087, H25 1.100
9 C 22.78 10.94 12.69  N4 1.510, C8 1.541, H26 1.091, H27 1.088
10 H 19.19 13.78 10.85  C1 1.104
11 H 19.33 15.52 11.18  C1 1.070
12 H 18.98 14.35 12.50  C1 1.081
13 H 21.47 14.92 12.58  C2 1.106
14 H 21.50 14.51 10.86  C2 1.082
15 H 20.98 12.28 11.31  C3 1.047
16 H 20.46 12.61 12.94  C3 1.079
17 H 23.54 12.64 14.66  C5 1.113
18 H 21.72 12.35 14.76  C5 1.095
19 H 22.26 13.92 14.31  C5 1.080
20 H 24.63 12.77 12.72  C6 1.124
21 H 23.58 14.08 12.05  C6 1.083
22 H 24.62 12.07 10.21  C7 1.104
23 H 22.90 12.70 10.14  C7 1.095
24 H 24.05 10.11 11.17  C8 1.087
25 H 22.40 10.40 10.54  C8 1.100
26 H 23.68 10.72 13.28  C9 1.091
27 H 21.88 10.42 13.00  C9 1.088
28 C 22.55 20.13 12.04  C29 1.539, H37 1.082, H38 1.109, H39 1.095
29 C 22.40 19.13 13.21  C28 1.539, C30 1.560, H40 1.092, H41 1.094
30 C 23.20 19.36 14.52  C29 1.560, N31 1.525, H42 1.102, H43 1.097
31 N 22.91 18.36 15.63  C30 1.525, C32 1.484, C33 1.492, C36 1.552
32 C 21.46 18.44 15.98  N31 1.484, H44 1.082, H45 1.076, H46 1.082
33 C 23.78 18.68 16.80  N31 1.492, C34 1.505, H47 1.094, H48 1.071
34 C 24.94 17.72 16.72  C33 1.505, C35 1.531, H49 1.076, H50 1.103
35 C 24.27 16.40 16.31  C34 1.531, C36 1.519, H51 1.118, H52 1.083
36 C 23.38 16.95 15.20  N31 1.552, C35 1.519, H53 1.088, H54 1.102
37 H 22.15 21.11 12.24  C28 1.082
38 H 21.94 19.74 11.20  C28 1.109
39 H 23.54 20.26 11.60  C28 1.095
40 H 22.73 18.16 12.84  C29 1.092
41 H 21.32 18.97 13.36  C29 1.094
42 H 23.03 20.38 14.92  C30 1.102
43 H 24.24 19.19 14.20  C30 1.097
44 H 21.16 18.04 16.94  C32 1.082
45 H 20.94 17.92 15.19  C32 1.076
46 H 21.31 19.51 15.99  C32 1.082
47 H 23.29 18.27 17.69  C33 1.094
48 H 24.01 19.72 16.85  C33 1.071
49 H 25.44 17.69 17.67  C34 1.076
50 H 25.73 18.03 16.02  C34 1.103
51 H 23.71 15.80 17.07  C35 1.118
52 H 24.93 15.66 15.88  C35 1.083
53 H 22.51 16.34 14.96  C36 1.088
54 H 23.98 17.13 14.29  C36 1.102
55 C 15.37 24.07 13.25  O56 1.434, H66 1.090, H67 1.094, H68 1.068
56 O 15.31 24.54 14.61  C55 1.434, C57 1.390
57 C 15.20 23.46 15.48  O56 1.390, C58 1.556, H69 1.092, H70 1.101
58 C 13.92 23.85 16.27  C57 1.556, N59 1.490, H71 1.087, H72 1.113
59 N 14.11 25.12 17.03  C58 1.490, H60 1.028, H61 1.013, C62 1.468
60 H 14.40 25.81 16.32  N59 1.028
61 H 13.21 25.43 17.37  N59 1.013
62 C 15.05 25.30 18.15  N59 1.468, C63 1.561, H73 1.086, H74 1.090
63 C 16.36 25.90 17.56  C62 1.561, O64 1.418, H75 1.094, H76 1.100
64 O 15.87 26.84 16.62  C63 1.418, C65 1.392
65 C 16.63 27.45 15.63  O64 1.392, H77 1.072, H78 1.093, H79 1.104
66 H 14.40 23.66 12.97  C55 1.090
67 H 16.09 23.27 13.08  C55 1.094
68 H 15.65 24.94 12.71  C55 1.068
69 H 16.13 23.32 16.04  C57 1.092
70 H 14.99 22.46 15.06  C57 1.101
71 H 13.67 23.03 16.94  C58 1.087
72 H 13.05 23.93 15.58  C58 1.113
73 H 15.22 24.38 18.69  C62 1.086
74 H 14.62 26.07 18.79  C62 1.090
75 H 16.99 25.17 17.03  C63 1.094
76 H 16.98 26.34 18.35  C63 1.100
77 H 15.95 28.17 15.22  C65 1.072
78 H 17.03 26.75 14.89  C65 1.093
79 H 17.41 28.03 16.15  C65 1.104
80 C 13.93 17.50 13.97  O81 1.415, H91 1.080, H92 1.086, H93 1.104
81 O 14.41 17.57 12.64  C80 1.415, C82 1.354
82 C 14.81 16.41 12.07  O81 1.354, C83 1.521, H94 1.123, H95 1.123
83 C 14.79 16.50 10.56  C82 1.521, N84 1.516, H96 1.106, H97 1.066
84 N 13.41 16.66 9.94  C83 1.516, H85 1.025, H86 1.034, C87 1.532
85 H 12.84 16.05 10.54  N84 1.025
86 H 13.09 17.62 10.11  N84 1.034
87 C 13.31 16.46 8.42  N84 1.532, C88 1.536, H98 1.100, H99 1.081
88 C 11.85 16.80 8.07  C87 1.536, O89 1.447, H100 1.076, H101 1.084
89 O 11.51 18.09 8.63  C88 1.447, C90 1.366
90 C 10.31 18.58 8.18  O89 1.366, H102 1.085, H103 1.093, H104 1.085
91 H 13.57 18.48 14.25  C80 1.080
92 H 14.69 17.17 14.68  C80 1.086
93 H 13.17 16.72 14.15  C80 1.104
94 H 14.19 15.53 12.40  C82 1.123
95 H 15.85 16.17 12.43  C82 1.123
96 H 15.18 15.51 10.26  C83 1.106
97 H 15.39 17.30 10.18  C83 1.066
98 H 13.54 15.43 8.12  C87 1.100
99 H 14.07 17.15 8.10  C87 1.081
100 H 11.16 16.01 8.29  C88 1.076
101 H 11.88 16.89 6.99  C88 1.084
102 H 9.66 17.76 7.91  C90 1.085
103 H 10.37 19.25 7.31  C90 1.093
104 H 9.87 19.07 9.04  C90 1.085
105 C 20.91 30.60 13.44  O106 1.451, H116 1.070, H117 1.089, H118 1.088
106 O 21.28 29.32 14.02  C105 1.451, C107 1.382
107 C 22.14 28.57 13.24  O106 1.382, C108 1.512, H119 1.102, H120 1.093
108 C 22.44 27.23 13.88  C107 1.512, N109 1.520, H121 1.076, H122 1.070
109 N 21.22 26.64 14.58  C108 1.520, H110 1.049, H111 1.046, C112 1.489
110 H 20.68 27.47 14.95  N109 1.049
111 H 20.63 26.17 13.85  N109 1.046
112 C 21.46 25.69 15.70  N109 1.489, C113 1.511, H123 1.075, H124 1.099
113 C 20.12 25.26 16.26  C112 1.511, O114 1.423, H125 1.100, H126 1.106
114 O 19.27 24.66 15.29  C113 1.423, C115 1.445
115 C 19.64 23.33 14.87  O114 1.445, H127 1.091, H128 1.083, H129 1.065
116 H 20.16 30.42 12.71  C105 1.070
117 H 21.74 31.12 12.97  C105 1.089
118 H 20.56 31.25 14.25  C105 1.088
119 H 23.11 29.04 13.01  C107 1.102
120 H 21.68 28.41 12.27  C107 1.093
121 H 23.12 27.39 14.69  C108 1.076
122 H 22.88 26.51 13.22  C108 1.070
123 H 22.03 26.31 16.37  C112 1.075
124 H 22.00 24.79 15.38  C112 1.099
125 H 19.57 26.07 16.75  C113 1.100
126 H 20.31 24.53 17.08  C113 1.106
127 H 18.75 22.85 14.47  C115 1.091
128 H 20.05 22.65 15.61  C115 1.083
129 H 20.37 23.34 14.10  C115 1.065
130 C 19.92 24.67 11.96  O131 1.399, H141 1.097, H142 1.120, H143 1.113
131 O 19.86 23.27 11.95  C130 1.399, C132 1.451
132 C 20.36 22.78 10.68  O131 1.451, C133 1.514, H144 1.088, H145 1.090
133 C 19.82 21.37 10.51  C132 1.514, N134 1.465, H146 1.087, H147 1.101
134 N 18.36 21.35 10.34  C133 1.465, H135 1.027, H136 1.035, C137 1.527
135 H 18.08 22.16 9.78  N134 1.027
136 H 18.16 20.49 9.79  N134 1.035
137 C 17.42 21.38 11.54  N134 1.527, C138 1.473, H148 1.054, H149 1.076
138 C 17.37 20.12 12.31  C137 1.473, O139 1.456, H150 1.106, H151 1.064
139 O 18.51 20.07 13.21  C138 1.456, C140 1.432
140 C 18.67 18.74 13.73  O139 1.432, H152 1.093, H153 1.111, H154 1.088
141 H 19.18 25.07 12.68  C130 1.097
142 H 19.64 25.01 10.94  C130 1.120
143 H 20.92 25.07 12.23  C130 1.113
144 H 21.44 22.91 10.70  C132 1.088
145 H 19.82 23.26 9.86  C132 1.090
146 H 20.13 20.75 11.35  C133 1.087
147 H 20.27 20.91 9.62  C133 1.101
148 H 16.46 21.59 11.15  C137 1.054
149 H 17.68 22.15 12.23  C137 1.076
150 H 17.36 19.22 11.68  C138 1.106
151 H 16.49 20.03 12.91  C138 1.064
152 H 19.18 18.81 14.69  C140 1.093
153 H 19.26 18.15 12.99  C140 1.111
154 H 17.72 18.24 13.92  C140 1.088
155 C 23.54 24.58 12.15  C156 1.544, H165 1.085, H166 1.049, H167 1.114
156 C 24.92 23.89 12.17  C155 1.544, C157 1.588, H168 1.058, H169 1.093
157 C 25.82 24.11 10.89  C156 1.588, N158 1.468, H170 1.078, H171 1.071
158 N 27.13 23.43 10.88  C157 1.468, C159 1.485, C163 1.633, C164 1.430
159 C 27.09 21.97 11.13  N158 1.485, C160 1.496, H172 1.109, H173 1.087
160 C 26.62 21.06 10.04  C159 1.496, C161 1.503, H174 1.109, H175 1.089
161 C 27.38 21.22 8.76  C160 1.503, C162 1.504, H176 1.090, H177 1.106
162 C 27.35 22.67 8.38  C161 1.504, C163 1.516, H178 1.101, H179 1.066
163 C 27.88 23.61 9.44  N158 1.633, C162 1.516, H180 1.077, H181 1.087
164 C 27.98 24.03 11.86  N158 1.430, H182 1.108, H183 1.096, H184 1.082
165 H 22.92 24.28 11.31  C155 1.085
166 H 23.64 25.63 12.11  C155 1.049
167 H 22.95 24.27 13.04  C155 1.114
168 H 24.81 22.84 12.16  C156 1.058
169 H 25.45 24.24 13.06  C156 1.093
170 H 26.10 25.15 10.82  C157 1.078
171 H 25.13 23.77 10.15  C157 1.071
172 H 26.51 21.93 12.08  C159 1.109
173 H 28.08 21.68 11.46  C159 1.087
174 H 25.59 21.32 9.72  C160 1.109
175 H 26.56 20.03 10.40  C160 1.089
176 H 26.99 20.56 7.98  C161 1.090
177 H 28.46 20.99 8.89  C161 1.106
178 H 26.39 22.93 7.91  C162 1.101
179 H 27.95 22.86 7.52  C162 1.066
180 H 27.70 24.63 9.16  C163 1.077
181 H 28.92 23.47 9.73  C163 1.087
182 H 27.95 25.12 11.70  C164 1.108
183 H 29.02 23.68 11.78  C164 1.096
184 H 27.80 23.69 12.87  C164 1.082
185 P 19.86 15.20 16.52  F186 1.597, F187 1.631, F188 1.598, F189 1.669, F190 1.658, F191 1.685
186 F 19.66 15.62 18.05  P185 1.597
187 F 20.54 13.79 16.97  P185 1.631
188 F 18.36 14.68 16.35  P185 1.598
189 F 20.19 14.79 14.94  P185 1.669
190 F 19.37 16.68 15.95  P185 1.658
191 F 21.40 15.87 16.61  P185 1.685
192 P 17.26 18.05 8.46  F193 1.740, F194 1.609, F195 1.603, F196 1.550, F197 1.650, F198 1.654
193 F 17.50 17.07 9.88  P192 1.740
194 F 18.48 18.99 8.94  P192 1.609
195 F 18.27 17.13 7.62  P192 1.603
196 F 16.87 19.02 7.32  P192 1.550
197 F 16.09 16.99 7.99  P192 1.650
198 F 16.20 18.84 9.45  P192 1.654
199 P 16.44 24.00 9.01  F200 1.585, F201 1.627, F202 1.701, F203 1.616, F204 1.626, F205 1.589
200 F 17.13 25.43 9.02  P199 1.585
201 F 17.82 23.32 8.48  P199 1.627
202 F 17.04 23.86 10.60  P199 1.701
203 F 15.85 22.50 9.16  P199 1.616
204 F 15.10 24.60 9.70  P199 1.626
205 F 15.92 24.18 7.53  P199 1.589
206 P 23.12 22.10 8.03  F207 1.574, F208 1.619, F209 1.667, F210 1.629, F211 1.622, F212 1.605
207 F 22.62 21.51 6.66  P206 1.574
208 F 24.51 21.27 7.97  P206 1.619
209 F 23.93 23.38 7.34  P206 1.667
210 F 23.56 22.67 9.49  P206 1.629
211 F 21.79 23.03 8.09  P206 1.622
212 F 22.43 20.92 8.86  P206 1.605

The value obtained for the calculated total energy is -181940.378 eV. The calculation puts the LUMO energy at -5.589 eV. Its charge is +3. The value obtained for the HOMO-LUMO gap is 9.03 eV.

Atom charges from the Löwdin analysis, given in e for atoms 1 to 8:
1. C -0.063
2. C -0.222
3. C -0.091
4. N -0.296
5. C 0.010
6. C -0.104
7. C -0.097
8. C -0.111



No. 2
The following is a DFT calculation (ωB97M-V/def2-TZVPD) of a cluster of 2 separate species, C5H16NO in total in a non-equilibrium geometry.

Each atom is followed by the atoms it is bonded to, with distances in Å.
Atoms and positions in Å:
1 C -1.08 -2.01 0.80  C2 1.530, H7 1.061, H8 1.108, H9 1.145
2 C -0.94 -0.50 0.97  C1 1.530, C3 1.623, N6 1.598, H10 1.072
3 C -0.18 0.28 -0.23  C2 1.623, C4 1.575, C5 1.516, H11 1.120
4 C -1.14 0.18 -1.47  C3 1.575, H12 1.130, H13 1.166, H14 1.048
5 C 1.24 -0.18 -0.53  C3 1.516, H15 1.129, H16 1.161, H17 1.080
6 N 0.07 -0.09 2.13  C2 1.598, H18 1.104, H19 1.004, H20 1.008
7 H -1.67 -2.38 0.00  C1 1.061
8 H -0.16 -2.62 0.91  C1 1.108
9 H -1.68 -2.29 1.74  C1 1.145
10 H -1.84 0.05 1.17  C2 1.072
11 H -0.12 1.33 0.15  C3 1.120
12 H -0.74 0.70 -2.39  C4 1.130
13 H -1.25 -0.94 -1.76  C4 1.166
14 H -2.08 0.65 -1.39  C4 1.048
15 H 2.00 -0.20 0.29  C5 1.129
16 H 1.16 -1.27 -0.91  C5 1.161
17 H 1.69 0.42 -1.31  C5 1.080
18 H 1.11 -0.15 1.74  N6 1.104
19 H -0.30 0.75 2.53  N6 1.004
20 H 0.07 -0.82 2.82  N6 1.008
21 H 1.25 3.33 -1.59  O23 0.936
22 H 2.66 3.07 -2.17  O23 1.052
23 O 1.93 2.68 -1.51  H21 0.936, H22 1.052

The calculation puts the energy above the lowest of the compared OMol25 structures with the same formula, charge and spin at 41.96 kcal/mol. The value obtained for the calculated total energy is -8974.696 eV. The calculation puts the LUMO energy at -3.294 eV. Its charge is +1. The value obtained for the HOMO-LUMO gap is 11.32 eV.

Atom charges from the Löwdin analysis, given in e for atoms 1 to 8:
1. C -0.040
2. C -0.241
3. C -0.387
4. C -0.051
5. C -0.087
6. N 0.197
7. H 0.072
8. H 0.099



No. 3
The following is a DFT calculation (ωB97M-V/def2-TZVPD) of a cluster of 2 separate species, C5H13O3 in total in a non-equilibrium geometry.

Each atom is followed by the atoms it is bonded to, with distances in Å.
Atoms and positions in Å:
1 C -2.32 -0.56 -0.33  O2 1.476, C3 1.574, H8 1.162, H9 1.125
2 O -2.69 0.64 0.44  C1 1.476, H10 1.015
3 C -0.79 -0.74 -0.66  C1 1.574, C4 1.562, H11 1.117, H12 1.162
4 C -0.08 -1.36 0.59  C3 1.562, C5 1.436, H13 1.139, H14 1.174
5 C 1.30 -0.97 0.49  C4 1.436, C6 1.691, H15 1.071, H16 1.146
6 C 1.56 0.65 0.89  C5 1.691, O7 1.394, H17 1.042, H18 1.045
7 O 2.28 1.13 -0.20  C6 1.394
8 H -2.56 -1.32 0.53  C1 1.162
9 H -2.95 -0.54 -1.26  C1 1.125
10 H -1.89 1.07 0.89  O2 1.015
11 H -0.42 -1.15 -1.63  C3 1.117
12 H -0.60 0.39 -0.81  C3 1.162
13 H -0.53 -1.14 1.61  C4 1.139
14 H -0.18 -2.52 0.42  C4 1.174
15 H 1.63 -0.99 -0.52  C5 1.071
16 H 2.04 -1.48 1.21  C5 1.146
17 H 2.29 0.70 1.63  C6 1.042
18 H 0.58 0.98 1.01  C6 1.045
19 H 1.29 2.02 -0.73  O21 1.100
20 H 1.36 2.63 -2.13  O21 0.965
21 O 0.67 2.56 -1.46  H19 1.100, H20 0.965

The calculation puts the energy above the lowest of the compared OMol25 structures with the same formula, charge and spin at 52.19 kcal/mol. The value obtained for the calculated total energy is -11536.279 eV. The calculation puts the LUMO energy at 3.798 eV. Its charge is -1. The value obtained for the HOMO-LUMO gap is 6.98 eV.

Atom charges from the Löwdin analysis, given in e for atoms 1 to 8:
1. C -0.253
2. O -0.160
3. C -0.189
4. C -0.300
5. C -0.235
6. C -0.338
7. O -0.350
8. H 0.113